# 1
This record from the Open Molecules 2025 dataset describes a gas-phase ion, CH2O4PS (charge -1) in a non-equilibrium geometry. The level of theory is ωB97M-V/def2-TZVPD.

Cartesian coordinates (Å):
O: -1.382 -2.232 0.194
P: -0.011 -2.161 -0.360
C: 0.402 -0.357 -0.285
S: -0.775 -0.415 -2.023
O: -0.146 0.431 -3.029
O: -2.145 -0.184 -1.680
O: -0.392 -1.825 -2.299
H: -0.249 0.225 0.395
H: 1.272 0.340 -0.390

Summary:
orbital gap: 0.3020 hartree
energy above the lowest of the compared OMol25 structures with the same formula, charge and spin: 3.4533 eV
net charge: -1
LUMO: 4.03 eV
SMILES string: O=[P@]12CS1(=O)([O-])O2

Results of the natural (NBO) charge analysis, in e, for atoms 1 through 6: O -1.11; P 1.28; C -1.05; S 2.33; O -0.98; O -0.94

***

# 2
This record from the Open Molecules 2025 dataset describes 2 unconnected molecules or ions with the total composition CH2O4S2 in a non-equilibrium geometry. The level of theory is ωB97M-V/def2-TZVPD.

Cartesian coordinates (Å):
C: -0.067 0.253 -0.035
O: 1.216 2.296 1.193
O: 1.461 2.176 -1.259
O: 4.814 -1.530 -0.229
O: 2.958 -0.088 0.128
S: 0.966 1.612 -0.044
S: 4.358 -0.234 0.024
H: 0.298 -0.255 0.823
H: 0.192 -0.345 -0.860

Summary:
orbital gap (alpha / beta): 0.3122 / 0.3122 hartree
energy above the lowest of the compared OMol25 structures with the same formula, charge and spin: 1.7839 eV
LUMO (alpha / beta): -1.48 / -1.48 eV

Results of the natural (NBO) charge analysis, in e, for atoms 1 through 6: C -0.87; O -0.85; O -0.85; O -0.82; O -0.89; S 2.11